1.
Below is 2 unconnected molecules or ions with the total composition C7H6N5O2 in a non-equilibrium geometry, with properties calculated with ωB97M-V with the def2-TZVPD basis set.

Last column: natural (NBO) charge in e.
CARTESIAN COORDINATES (ANGSTROEM)
C -1.863 -0.235 0.891  -0.14
C -1.638 -1.074 -0.256  -0.28
C -1.534 1.075 0.820  -0.27
C -1.039 -0.470 -1.332  0.02
C -1.153 1.586 -0.404  0.05
C 1.727 1.054 0.453  0.77
C 1.592 -0.422 0.429  0.05
N -0.770 0.846 -1.409  -0.44
N 1.119 -2.462 0.656  -0.17
N 1.584 -2.294 -0.535  -0.15
N 1.156 -1.296 1.336  -0.32
N 1.933 -1.060 -0.710  -0.38
O 2.453 1.555 -0.630  -0.71
O 1.541 1.783 1.410  -0.59
H -2.403 -0.627 1.734  0.20
H -1.763 -2.123 -0.002  0.23
H -1.695 1.820 1.611  0.21
H -0.647 -1.161 -2.151  0.20
H 2.572 0.841 -1.304  0.51
H -1.173 2.664 -0.607  0.18

Properties
Frontier orbital gap = 9.54 eV
Net charge = -1
Strongest force on any atom = 0.0576 Eh/bohr
Total energy = -694.64530 hartree

2.
Below is 2 unconnected molecules or ions with the total composition C3H5NO in a non-equilibrium geometry, with properties calculated with ωB97M-V with the def2-TZVPD basis set.

Last column: natural (NBO) charge in e.
CARTESIAN COORDINATES (ANGSTROEM)
C -0.907 -0.679 0.067  -0.02
C 1.394 0.570 -0.638  -0.13
C 0.379 -0.043 0.156  0.29
N -1.823 0.005 -0.542  -0.58
O 1.646 -0.497 0.355  -0.44
H -1.194 -1.529 0.695  0.19
H 1.611 0.314 -1.625  0.20
H 1.758 1.597 -0.353  0.20
H -0.121 0.702 2.427  -0.04
H -2.742 -0.439 -0.540  0.34

Properties
Frontier orbital gap (alpha / beta) = 9.86 / 7.83 eV
Strongest force on any atom = 0.0560 Eh/bohr
Total energy = -247.07479 hartree

3.
Below is a molecular structure, C49H66N8O2PSSbSiSr in a non-equilibrium geometry, with properties calculated with ωB97M-V with the def2-TZVPD basis set.

Last column: Löwdin charge in e.
CARTESIAN COORDINATES (ANGSTROEM)
Sr -0.563 -0.800 0.287  1.43
C 1.519 2.148 -4.164  -0.04
C 0.367 2.844 -3.484  -0.35
C -0.019 4.059 -4.003  -0.09
C -1.110 4.690 -3.417  -0.09
C -1.751 4.081 -2.380  -0.08
C -1.308 2.818 -1.845  -0.46
N -0.223 2.233 -2.430  0.13
N -1.961 2.197 -0.811  -0.07
Si -3.376 2.984 -0.205  0.35
C -4.273 2.158 1.234  -0.19
C -4.721 3.253 -1.520  -0.19
C -3.040 4.679 0.558  -0.18
H 2.051 2.843 -4.814  0.07
H 1.158 1.317 -4.780  0.08
H 2.226 1.758 -3.442  0.04
H 0.522 4.501 -4.829  0.10
H -1.457 5.651 -3.783  0.10
H -2.598 4.571 -1.943  0.04
H -4.660 1.157 1.050  -0.01
H -5.127 2.798 1.485  0.03
H -3.608 2.109 2.098  0.02
H -4.653 2.510 -2.322  0.02
H -4.615 4.229 -1.996  0.02
H -5.732 3.213 -1.099  0.02
H -2.545 4.577 1.530  0.03
H -3.975 5.231 0.710  0.03
H -2.393 5.294 -0.067  0.01
O -2.342 -0.253 1.355  -0.48
P -2.931 -1.664 1.130  0.62
N -3.620 -2.284 2.495  -0.17
C -4.145 -3.639 2.869  -0.16
C -4.709 -3.471 4.289  -0.14
C -4.576 -1.985 4.646  -0.16
C -4.386 -1.271 3.320  -0.16
N -4.223 -1.509 0.132  -0.16
C -4.298 -0.626 -1.083  -0.18
C -5.793 -0.443 -1.294  -0.15
C -6.356 -1.814 -0.936  -0.15
C -5.516 -2.287 0.245  -0.16
N -1.506 -2.719 0.593  -0.37
C -1.738 -2.418 -0.902  -0.31
C -2.710 -3.594 -1.386  -0.10
C -2.879 -4.509 -0.113  -0.14
C -1.589 -4.223 0.711  -0.13
H -3.347 -4.374 2.843  0.10
H -4.925 -3.973 2.191  0.09
H -4.175 -4.106 4.992  0.11
H -5.756 -3.771 4.298  0.11
H -3.705 -1.808 5.276  0.10
H -5.455 -1.613 5.169  0.12
H -3.818 -0.351 3.399  0.11
H -5.339 -1.015 2.857  0.11
H -3.862 -1.098 -1.963  0.11
H -3.760 0.308 -0.915  0.08
H -6.011 -0.152 -2.319  0.12
H -6.160 0.320 -0.607  0.11
H -6.218 -2.497 -1.777  0.11
H -7.413 -1.790 -0.677  0.12
H -5.359 -3.360 0.205  0.09
H -6.001 -2.062 1.192  0.10
H -0.823 -2.575 -1.514  0.13
H -2.130 -1.345 -0.854  0.04
H -2.185 -4.143 -2.165  0.11
H -3.655 -3.242 -1.781  0.09
H -3.081 -5.558 -0.319  0.12
H -3.692 -4.110 0.473  0.03
H -0.712 -4.636 0.221  0.13
H -1.650 -4.522 1.750  0.10
O 1.725 1.050 3.069  -0.54
S 2.173 0.070 2.065  0.54
N 1.510 0.026 0.787  -0.72
C 5.662 0.798 2.376  -0.11
C 6.555 1.365 1.289  -0.31
C 7.850 1.724 1.661  -0.07
C 8.751 2.242 0.746  -0.10
C 8.348 2.406 -0.568  -0.09
C 7.059 2.055 -0.940  -0.15
C 6.126 1.529 -0.043  -0.29
Sb 4.084 0.826 -0.509  1.59
C 3.596 2.843 -1.234  -0.28
C 4.438 3.325 -2.233  -0.16
C 4.350 4.616 -2.728  -0.09
C 3.365 5.456 -2.236  -0.09
C 2.481 4.976 -1.284  -0.06
C 2.571 3.684 -0.764  -0.28
C 1.550 3.282 0.270  -0.06
C 4.593 -0.116 -2.388  -0.32
C 5.878 -0.339 -2.867  -0.12
C 6.104 -1.060 -4.037  -0.09
C 5.040 -1.612 -4.724  -0.09
C 3.756 -1.499 -4.197  -0.07
C 3.523 -0.791 -3.027  -0.32
C 2.137 -0.870 -2.401  -0.12
H 6.186 0.768 3.331  0.07
H 5.328 -0.212 2.131  0.05
H 4.761 1.401 2.504  0.05
H 8.155 1.590 2.694  0.10
H 9.754 2.513 1.057  0.10
H 9.032 2.802 -1.309  0.10
H 6.802 2.198 -1.980  0.07
H 5.165 2.658 -2.676  0.07
H 5.037 4.953 -3.495  0.10
H 3.272 6.471 -2.603  0.10
H 1.681 5.617 -0.928  0.11
H 0.823 4.083 0.414  0.08
H 2.016 3.072 1.235  0.07
H 1.011 2.398 -0.042  0.03
H 6.731 0.040 -2.319  0.08
H 7.116 -1.188 -4.404  0.10
H 5.204 -2.159 -5.644  0.10
H 2.928 -1.994 -4.693  0.10
H 2.201 -1.465 -1.484  0.05
H 1.427 -1.342 -3.087  0.07
H 1.730 0.097 -2.108  0.03
N -0.934 -2.836 4.576  0.14
C -0.928 -1.819 3.663  -0.17
N 0.000 -1.951 2.760  0.05
C 0.658 -3.138 3.087  -0.24
C 1.714 -3.770 2.428  -0.01
C 2.146 -4.980 2.929  -0.08
C 1.544 -5.554 4.064  -0.09
C 0.499 -4.939 4.723  -0.02
C 0.080 -3.707 4.216  -0.20
H -1.520 -2.892 5.390  0.15
H -1.508 -0.918 3.788  0.13
H 2.165 -3.304 1.562  0.11
H 2.964 -5.501 2.448  0.10
H 1.913 -6.503 4.431  0.10
H 0.035 -5.393 5.588  0.11

Properties
Frontier orbital gap = 5.49 eV
Strongest force on any atom = 0.1999 Eh/bohr
Total energy = -3795.26017 hartree

> Among the records above, which one has the highest total energy?

C3H5NO

> The highest strongest force on any atom belongs to which entry?

C49H66N8O2PSSbSiSr

> Look up the total energy of the third one.

-3795.26017 hartree